A molecular structure, C10H23B4F4N2O6 in a non-equilibrium geometry. Source: the OMol25 dataset; level of theory: wB97M-V/def2-TZVPD.

Element x y z (Å)
H1 4.12947 -3.72970 0.77770
C1 2.59477 0.46676 -1.37947
H2 -2.93699 3.22837 -2.10650
O1 -0.21212 -2.45451 0.24504
H3 2.77480 -0.37364 3.00189
B1 2.28560 -3.35876 -0.31269
F1 -3.86404 2.63131 1.90038
C2 -3.97870 2.81255 0.55970
O2 -1.08320 0.23495 -0.92969
H4 2.97207 -2.07517 2.67150
N1 1.23839 0.91244 -1.08240
F2 5.37685 -5.30179 -0.56137
O3 1.63948 -2.54427 -1.22272
O4 1.48774 -4.06814 0.57972
H5 -5.82450 3.72039 0.93327
H6 0.38196 -0.94947 3.42820
C3 2.38024 -1.36008 3.24168
H7 3.53127 -5.33156 -1.31787
F3 -2.71989 2.97630 0.11018
O5 -5.61079 3.80773 -1.04665
H8 1.84758 2.76510 -0.29837
H9 3.20065 1.30256 -1.72610
C4 1.24445 1.90499 -0.00652
O6 -4.39952 5.13409 0.46171
C5 -3.85178 3.20380 -2.69348
C6 3.85173 -3.46766 -0.24263
H10 -3.58119 3.44646 -3.72605
H11 -4.44061 5.18845 -2.03065
H12 1.17993 -3.55588 3.22145
H13 2.59326 -0.31906 -2.12836
H14 -5.64939 4.31531 -2.96620
H15 2.53943 -1.54391 4.30901
B2 0.59449 -1.78233 -0.67842
H16 1.70954 1.48923 0.89443
F4 -4.39182 1.60387 0.07651
H17 3.08228 0.04228 -0.48903
N2 0.99420 -1.46967 2.82151
C7 4.32502 -4.60429 -1.14540
H18 -1.41797 0.39740 -0.04531
H19 -0.48061 -2.99628 3.04115
C8 0.53680 -2.86381 2.67197
H20 4.65865 -4.22902 -2.10962
H21 0.23302 2.24167 0.19635
B3 0.25550 -0.12731 -0.94060
H22 -4.24695 2.18756 -2.66231
B4 0.56652 -3.16638 1.12905
H23 4.33681 -2.53095 -0.50749
C9 -4.96353 3.98963 0.26783
C10 -4.88883 4.20044 -2.18431

Its net charge is -1. As for the gap between HOMO and LUMO: 5.64 eV. Its LUMO energy is 2.0 eV.

A molecular structure, C10H23BaF6N2O14S2 in a non-equilibrium geometry. Source: the OMol25 dataset; level of theory: wB97M-V/def2-TZVPD.

Element x y z (Å)
C1 2.89411 4.57102 -1.31564
H1 4.56858 5.09915 -0.16595
H2 2.27665 -0.24200 6.27979
H3 3.02173 5.43465 0.52554
H4 -4.79616 0.96204 0.58935
C2 4.88452 1.69766 -2.69582
H5 1.25231 4.08748 -2.20906
H6 -5.10750 3.49478 2.53315
O1 -4.23852 1.50543 1.15090
H7 -6.47090 2.18110 1.58791
O2 -2.59536 1.24236 -6.11260
H8 3.73821 3.74284 0.45916
O3 3.80530 -5.29122 -0.50753
N1 3.32996 -4.88468 -1.56412
H9 -4.86486 0.10825 2.63500
O4 -2.54111 -6.35760 3.56781
S1 -2.33358 -6.00687 2.12677
C3 -4.80125 1.17299 2.41058
O5 -1.77926 -0.12841 -4.32511
O6 -4.14560 -0.08450 -4.87917
H10 2.85832 0.94642 5.17715
F1 -4.99232 -5.58774 1.45251
C4 3.03587 -1.17733 4.57945
F2 -2.74373 -1.07593 -7.98947
H11 3.34675 3.51304 -3.26559
F3 -1.53035 -2.01509 -6.69535
O7 -2.10833 -4.54137 1.90451
N2 1.53175 3.96704 -1.24600
H12 4.22484 -1.21982 3.11371
F4 -3.67094 -2.36507 -6.39163
Ba1 0.27957 0.15908 0.37352
H13 1.02546 4.67768 -0.73731
H14 4.71445 4.21791 -2.45199
C5 -2.69116 -1.45314 -6.70447
O8 4.09531 2.35888 -1.78093
H15 -6.89422 1.53511 3.24896
H16 4.68501 1.85761 -3.75540
F5 -4.41694 -7.55822 1.10172
H17 2.90449 5.51163 -1.86629
H18 -4.16480 1.51596 3.22632
H19 5.90725 1.96241 -2.42744
F6 -3.75404 -6.13654 -0.20002
C6 2.31168 0.00431 5.21856
H20 4.73406 0.62499 -2.57402
C7 -4.01244 -6.34534 1.07929
O9 3.73535 -5.46934 -2.58397
C8 3.77608 3.69082 -2.27961
O10 -5.82090 3.24922 3.12675
O11 -1.24805 -6.74535 1.47243
C9 -6.13262 1.97140 2.60265
O12 3.43821 -0.69155 3.26776
S2 -2.79750 0.00370 -5.43540
H21 0.79160 1.13679 4.76260
H22 3.91569 -1.62763 5.03908
O13 2.49853 -4.01892 -1.61841
C10 3.56504 4.68857 -0.05435
H23 2.43950 -2.08789 4.52202
O14 1.06626 0.21922 4.69769

Its net charge is -1. As for the gap between HOMO and LUMO: 2.33 eV. The energy above the lowest of the compared OMol25 structures with the same formula, charge and spin comes out at 281.6 kcal/mol. Its LUMO energy is -2.2 eV.

A molecular structure, C10H23Cl2OPRu in a non-equilibrium geometry. Source: the OMol25 dataset; level of theory: wB97M-V/def2-TZVPD.

Element x y z (Å)
P1 0.08436 -0.00372 0.24982
H1 2.91848 -1.16259 -2.08982
H2 -0.37439 3.00371 -2.05482
Cl1 -1.71438 -1.78588 2.78804
Cl2 1.36239 1.98732 2.61389
C1 1.84942 -0.97464 -1.89223
H3 -0.63015 1.28941 -2.42097
C2 -0.96887 2.57762 0.34100
H4 1.30301 -1.90207 -2.11102
H5 -3.12575 -0.95399 -1.38622
H6 -2.87594 -0.15851 0.13371
C3 -1.08640 -0.84729 -0.90398
C4 0.02369 1.98962 -1.88510
H7 -0.82198 2.55250 1.42439
O1 -0.09195 0.28413 5.63354
H8 -1.97310 2.20600 0.09612
Ru1 -0.32620 0.08955 2.64594
H9 0.51108 -1.00313 1.83759
H10 1.49029 -0.20018 -2.58048
C5 -1.14649 -2.35238 -0.70085
H11 1.03098 1.92190 -2.31604
H12 -0.33645 1.74160 2.73784
H13 1.80873 -2.59343 0.33212
H14 1.09378 2.06078 -0.03527
H15 -1.37020 -2.60663 0.33629
C6 0.09290 1.74479 -0.36982
H16 -2.49926 0.74435 -1.37103
C7 -2.47549 -0.23511 -0.88112
H17 2.32286 -1.37062 1.53258
H18 -0.62981 -0.65978 -1.88322
C8 2.34777 -1.64658 0.46940
H19 3.39901 -1.81246 0.19251
C9 -0.15230 0.17247 4.47793
H20 2.30545 0.38303 -0.29054
H21 -0.22130 -2.85483 -1.01039
H22 -2.00932 -2.69978 -1.28081
C10 1.73411 -0.55278 -0.41216
H23 -0.84855 3.62761 0.03320

Its net charge is -1. As for the gap between HOMO and LUMO (spin up / spin down): 2.78 / 7.13 eV. As for the spin multiplicity: 6. Its LUMO energy (spin up / spin down) is 2.9 / 1.9 eV.

3 unconnected molecules or ions with the total composition C10H23F7N4O6PS2 in a non-equilibrium geometry. Source: the OMol25 dataset; level of theory: wB97M-V/def2-TZVPD.

Element x y z (Å)
C1 4.74328 -5.76695 -1.62469
H1 5.11460 -2.58657 -6.10892
O1 2.07477 3.52803 -0.29745
H2 6.85703 -5.69727 -1.97096
H3 3.87418 -5.10992 -1.65737
H4 -3.92664 4.27081 3.59411
N1 -3.39274 1.14061 2.91863
N2 -4.96610 2.22421 4.20749
P1 -1.64392 1.12175 2.66083
S1 5.04977 -3.48983 -3.95903
C2 -6.49173 0.37136 3.39101
F1 -6.18420 1.79443 1.51382
H5 2.97321 1.64503 -3.53516
H6 -3.19102 3.66600 2.20446
F2 -7.52667 -0.20874 3.96953
H7 3.51983 2.14247 -1.94440
O2 0.50499 1.59845 -0.14725
O3 5.93490 -4.73451 -3.50250
O4 1.46550 2.26142 -2.31470
F3 -6.51171 1.33654 5.50110
H8 6.73017 -3.10870 -5.55707
F4 -4.85210 0.10698 5.11126
H9 1.85445 -0.37294 -2.50937
S2 1.03735 2.72635 -0.86062
H10 -5.37216 3.08019 4.56909
C3 5.99180 -5.04900 -2.09952
C4 -7.07092 1.44269 2.43145
H11 6.17560 -4.14467 -1.51646
H12 3.61589 -0.36374 -2.28836
C5 2.73875 1.59463 -2.47359
H13 4.52671 -6.62432 -2.26220
H14 2.54326 0.06743 -0.95466
C6 -5.63706 0.98914 4.56824
C7 -0.29664 3.76864 -1.35672
H15 -3.92657 0.90540 2.07634
N3 -3.39995 3.50711 3.18502
C8 2.68650 0.14646 -2.03268
H16 0.10275 4.59784 -1.93402
H17 -0.99864 3.18436 -1.94726
F5 -7.55386 2.47798 3.05488
F6 -5.84542 -0.57204 2.73802
O5 5.45404 -2.33327 -3.21538
C9 -3.89237 2.31546 3.43434
C10 5.67586 -3.36845 -5.60161
H18 4.87112 -6.11023 -0.59757
H19 -1.47096 1.31919 1.26893
F7 -8.05524 0.87989 1.78414
H20 -0.77863 4.13625 -0.45257
H21 -1.24864 -0.20476 2.94599
N4 -0.86393 2.12103 3.56467
H22 -0.22509 1.58810 4.14914
H23 5.52893 -4.32132 -6.10356
O6 3.67769 -3.88901 -4.01690

Its net charge is +1. As for the gap between HOMO and LUMO: 8.19 eV. Its LUMO energy is -4.1 eV.

A gas-phase ion, C10H23N4O (charge +1) in a non-equilibrium geometry. Source: the OMol25 dataset; level of theory: wB97M-V/def2-TZVPD.

Element x y z (Å)
H1 1.06712 2.59756 0.33728
H2 -1.69402 -1.78917 -2.06681
C1 2.86607 -1.87843 -0.23000
H3 2.72253 -0.75519 2.24559
H4 -0.59115 3.02263 -1.77220
O1 -0.10146 2.24438 -1.27547
C2 2.65159 -0.06653 1.45740
C3 -0.03320 2.43859 0.12667
H5 0.13021 1.02365 1.82239
H6 3.66126 0.40703 1.41201
H7 3.21718 1.52172 -0.46833
H8 -1.38016 1.12586 1.22883
N1 0.90605 -0.61771 -0.23778
H9 -3.66282 -2.25693 0.47736
C4 2.94931 0.54515 -1.02344
C5 -0.19592 -0.00577 0.02335
H10 2.30817 0.67935 -1.81965
H11 3.87644 -1.94874 -0.08281
N2 -1.18257 -1.80536 -1.27822
H12 -4.21672 1.34228 -0.63416
H13 -2.84460 -2.44547 1.93205
H14 -0.62695 3.23999 0.41962
N3 -2.62476 -2.15802 0.94392
C6 -0.38904 1.14808 0.91845
N4 -2.29221 -0.80235 0.84132
C7 2.29264 -0.49795 -0.01698
H15 2.42476 -2.51696 0.58200
C8 -2.74848 -0.09305 -0.24617
C9 -1.39180 -0.66190 -0.42343
C10 -3.27013 1.33587 -0.02975
H16 -2.73450 2.11652 -0.60130
H17 0.84358 -1.53312 -0.69343
H18 2.53287 -2.25245 -1.17633
H19 3.96994 0.34408 -1.48560
H20 -1.47057 -2.66918 -0.93300
H21 1.87597 0.73852 1.70332
H22 -3.48351 -0.61835 -0.97923
H23 -3.36113 1.50136 1.00252

Its net charge is +1. As for the gap between HOMO and LUMO: 9.73 eV. The energy above the lowest of the compared OMol25 structures with the same formula, charge and spin comes out at 45.9 kcal/mol. Its LUMO energy is -3.2 eV. Its SMILES is C[C@@H]1N(N)[C@]1(N)/C(CCO)=[NH+]/C(C)(C)C.

2 unconnected molecules or ions with the total composition C10H23NO2P in a non-equilibrium geometry. Source: the OMol25 dataset; level of theory: wB97M-V/def2-TZVPD.

Element x y z (Å)
P1 -3.43776 0.05249 -0.46661
H1 1.07890 3.21861 -0.21302
C1 0.54698 2.35317 -0.08304
H2 -2.04102 -0.68717 0.86696
H3 -0.42736 -1.65403 1.21180
H4 2.35943 1.37409 0.23102
H5 -5.46443 1.46001 -0.51497
C2 0.10350 -0.49124 -1.34207
H6 -3.88452 2.36062 -0.35661
C3 -4.45172 1.51545 0.09744
H7 3.50562 -1.47876 1.17100
H8 3.38166 -0.77034 -0.30658
H9 1.67620 -0.38053 1.72785
H10 1.64321 1.46904 -2.75796
H11 2.78046 -2.46350 -0.10511
H12 0.97553 -1.75874 3.35013
O1 -4.24277 -1.19468 -0.44901
H13 2.09498 2.87002 -2.03503
H14 1.92705 -2.84415 2.77492
C4 2.84891 -1.45049 0.31927
H15 0.87419 -2.89072 0.55657
C5 1.44253 -0.91736 0.73032
O2 -3.29687 0.65305 -1.98613
H16 0.18033 2.19945 0.99754
N1 -1.96601 0.00227 0.16147
H17 0.06608 0.11958 -2.22669
H18 -0.36632 2.19652 -0.72597
H19 -0.28412 -1.50699 -1.49100
C6 0.93524 -0.15166 -0.41811
H20 0.13114 -3.37888 2.97041
H21 3.24022 1.52525 -2.01456
C7 0.56109 -2.09519 1.17708
C8 2.22106 1.74707 -1.82501
C9 0.89426 -2.53735 2.59259
H22 -2.42690 0.49261 -2.25459
H23 -4.71281 1.75089 1.09858
C10 1.53404 1.29158 -0.46286

Its net charge is -1. As for the gap between HOMO and LUMO: 6.98 eV. The energy above the lowest of the compared OMol25 structures with the same formula, charge and spin comes out at 2.4 kcal/mol. Its LUMO energy is 3.2 eV.

Number 1: calculated total energy -39592.327 eV. Number 2: calculated total energy -81047.441 eV. Number 3: calculated total energy -49701.669 eV. Number 4: calculated total energy -78962.097 eV. Number 5: calculated total energy -18740.549 eV. Number 6: calculated total energy -25617.365 eV.